This record from the OMol25 dataset describes a molecular structure, C4H5BrCl4 in a non-equilibrium geometry. The level of theory is wB97M-V/def2-TZVPD.

Output
**HOMO energy**: -10.57 eV
**Maximum force**: 4.74 eV/Å
**Total charge**: 0
**Spin multiplicity**: 1
**Molar mass**: 274.800 g mol⁻¹
**Orbital gap**: 0.4019 hartree
**LUMO**: 0.363 eV

CARTESIAN COORDINATES (ANGSTROEM)
C (1.95975, 0.40932, -0.00483)
C (0.73229, -0.43261, 0.17889)
C (-0.57832, 0.45212, -0.03481)
C (-2.02405, -0.62291, -0.05881)
Cl (-0.45166, 1.52908, -1.49056)
Cl (-0.74464, 1.52810, 1.43582)
Cl (-1.85457, -1.75902, 1.23993)
Cl (-1.95905, -1.34909, -1.68752)
Br (-3.52552, 0.48487, 0.05404)
H (2.13484, 0.81852, -0.95429)
H (2.71681, -0.32006, 0.11875)
H (1.93872, 1.17129, 0.70292)
H (0.79713, -0.68989, 1.18364)
H (0.85825, -1.21970, -0.68316)

Cartesian forces (eV/Å) of the 6 atoms listed first:
C -0.206 -1.003 -0.167
C -1.008 1.213 -4.467
C -0.545 -1.586 0.842
C 3.149 2.170 -1.241
Cl -0.482 -1.010 0.931
Cl 0.069 -0.649 -0.801